Record 1
Molecular formula: C13H18N4O3S2
Method: DFT, the ωB97M-V functional and the def2-TZVPD basis

Structure (XYZ):
```
40
Properties=species:S:1:pos:R:3
C -2.102 5.016 -2.302
C -2.612 4.751 -0.890
C -1.514 4.853 0.170
C -0.497 3.712 0.115
N -1.070 2.408 0.381
S -1.566 1.450 -0.898
O -2.991 1.278 -0.850
O -0.954 1.934 -2.101
C -0.787 -0.090 -0.441
C -1.489 -0.998 0.344
C -0.911 -2.185 0.747
C 0.395 -2.432 0.338
N 1.206 -3.511 0.583
C 2.332 -3.254 -0.034
S 3.730 -4.275 -0.085
C 3.082 -5.805 0.663
C 3.114 -5.769 2.192
N 2.106 -5.060 2.724
O 3.956 -6.355 2.831
N 2.328 -2.052 -0.681
C 1.092 -1.492 -0.463
C 0.509 -0.304 -0.862
H -2.938 5.065 -2.995
H -1.446 4.214 -2.628
H -1.562 5.960 -2.346
H -3.063 3.756 -0.855
H -3.391 5.478 -0.646
H -1.971 4.859 1.164
H -0.976 5.796 0.046
H 0.297 3.888 0.850
H -0.048 3.643 -0.876
H -1.778 2.423 1.100
H -2.504 -0.753 0.610
H -1.444 -2.902 1.350
H 3.744 -6.595 0.309
H 2.070 -5.944 0.287
H 2.066 -4.955 3.724
H 1.493 -4.512 2.123
H 3.086 -1.668 -1.218
H 1.004 0.426 -1.481
```

Its SMILES is CCCCNS(=O)(=O)c1ccc2nc(SCC(N)=O)[nH]c2c1. As for the electronic energy: -47547.5527 eV. As for the charge: 0. For the HOMO energy, the calculation gives -8.74 eV. The calculation puts the HOMO-LUMO gap at 0.331 Eh. The value obtained for the molar mass is 342.45 g mol⁻¹.


Record 2
Molecular formula: C14H29NOsSi2
Method: DFT, the ωB97M-V functional and the def2-TZVPD basis

Structure (XYZ):
```
47
Properties=species:S:1:pos:R:3
C -0.660 0.235 -4.134
C 0.714 -0.126 -4.287
C 1.465 0.457 -3.218
C 0.574 1.204 -2.402
C -0.746 1.074 -2.968
Os -0.046 -0.903 -2.428
N -1.465 -1.179 -1.403
C 0.349 -3.008 -2.166
C 1.402 -2.392 -2.886
H 2.518 0.319 -3.032
H 1.100 -0.765 -5.064
H 0.862 1.770 -1.524
H -1.667 1.499 -2.568
H -1.465 -0.079 -4.788
H 1.504 -2.589 -3.964
H -0.434 -3.505 -2.731
H -2.390 -1.573 -1.219
H 2.337 -2.155 -2.383
H 0.538 -3.335 -1.149
C 1.641 2.783 1.440
Si -0.145 2.180 1.435
C -1.032 2.296 3.114
C -1.152 3.222 0.228
C -0.096 0.358 0.952
Si -0.099 -1.168 2.087
C -1.861 -1.243 2.778
C 0.206 -2.902 1.395
C 1.316 -0.811 3.285
H 1.710 3.802 1.846
H 2.053 2.792 0.420
H 2.274 2.119 2.049
H -0.984 3.320 3.516
H -2.094 2.037 2.992
H -0.604 1.619 3.864
H -0.678 3.290 -0.760
H -2.166 2.813 0.102
H -1.259 4.251 0.615
H -0.476 0.077 -0.039
H -2.548 -1.502 1.959
H -2.008 -1.985 3.577
H -2.168 -0.264 3.164
H 1.145 -2.962 0.827
H 0.266 -3.664 2.195
H -0.602 -3.218 0.720
H 2.267 -0.894 2.740
H 1.245 0.210 3.679
H 1.357 -1.507 4.134
```

As for the electronic energy: -34695.9004 eV. As for the expectation value of S²: 6.019. As for the charge: 0. For the HOMO energy (alpha / beta), the calculation gives -5.47 / -7.84 eV. As for the spin multiplicity: 5. The calculation puts the HOMO-LUMO gap (alpha / beta) at 0.221 / 0.271 Eh. The value obtained for the molar mass is 457.79 g mol⁻¹.


Record 3
Molecular formula: C3H4N4
Method: DFT, the ωB97M-V functional and the def2-TZVPD basis

Structure (XYZ):
```
11
Properties=species:S:1:pos:R:3
C 0.484 -0.238 0.010
C -0.468 -1.244 -0.076
C -0.352 0.895 -0.102
H 2.012 1.059 -0.083
H -0.205 -2.241 0.059
H -2.289 1.218 0.262
H -0.110 1.955 0.178
N 2.613 0.056 -0.130
N 1.718 -0.855 0.047
N -1.777 -0.938 -0.090
N -1.626 0.332 -0.076
```

As for the electronic energy: -9131.2879 eV. As for the charge: 0. For the HOMO energy, the calculation gives -9.78 eV. The calculation puts the HOMO-LUMO gap at 0.354 Eh. The value obtained for the molar mass is 96.09 g mol⁻¹.


Record 4
Molecular formula: C3H7ClN2O
Method: DFT, the ωB97M-V functional and the def2-TZVPD basis

Structure (XYZ):
```
14
Properties=species:S:1:pos:R:3
C -0.690 0.253 -1.202
N -0.479 -0.222 0.133
C -1.195 0.338 1.157
N 1.075 -0.144 0.321
Cl 1.836 1.473 0.244
C 1.753 -1.226 -0.026
O 2.933 -1.223 -0.148
H -0.852 1.409 -1.225
H 0.192 0.079 -1.867
H -1.522 -0.183 -1.661
H -1.600 1.291 0.915
H -1.970 -0.344 1.491
H -0.630 0.689 2.097
H 1.148 -2.190 -0.229
```

Its SMILES is CN(C)N(Cl)C=O. As for the electronic energy: -20771.3619 eV. As for the charge: 0. For the HOMO energy, the calculation gives -9.79 eV. The calculation puts the HOMO-LUMO gap at 0.362 Eh. The value obtained for the molar mass is 122.55 g mol⁻¹.


Record 5
Molecular formula: C6H13BrO
Method: DFT, the ωB97M-V functional and the def2-TZVPD basis

Structure (XYZ):
```
21
Properties=species:S:1:pos:R:3
C -1.421 -0.651 -0.908
C 0.507 -2.282 -0.690
C 0.657 2.129 0.481
C 0.042 -0.856 -0.640
C -0.018 1.189 1.476
C 0.350 -0.260 1.230
O 0.423 1.577 2.762
Br -0.649 -1.450 2.371
H -1.657 -0.952 -1.931
H -1.705 0.393 -0.793
H -2.026 -1.255 -0.234
H -0.065 -2.903 -0.003
H 0.360 -2.678 -1.695
H 1.563 -2.363 -0.444
H 1.727 1.942 0.460
H 0.495 3.151 0.813
H 0.241 2.008 -0.515
H 0.689 -0.172 -1.180
H -1.112 1.310 1.411
H 1.411 -0.445 1.381
H 0.064 0.964 3.416
```

As for the electronic energy: -78522.0203 eV. As for the charge: 0. For the HOMO energy, the calculation gives -9.36 eV. The calculation puts the HOMO-LUMO gap at 0.374 Eh. The value obtained for the molar mass is 181.07 g mol⁻¹.


Record 6
Molecular formula: C11H28BrCl14O4P3
Method: DFT, the ωB97M-V functional and the def2-TZVPD basis

Structure (XYZ):
```
61
Properties=species:S:1:pos:R:3
C -0.152 -1.572 3.852
C 0.075 -3.074 4.096
C 1.149 -3.681 3.203
C 2.417 -2.838 3.111
P 3.452 -3.314 1.631
O 3.253 -4.740 0.789
P 4.874 -4.392 3.021
O 6.009 -3.295 3.555
O 5.680 -5.604 2.252
P 1.908 -2.350 0.278
O 2.485 -0.801 0.207
Br 2.206 -3.246 -1.770
H -0.047 -1.391 2.782
H -1.129 -1.294 4.203
H 0.612 -0.996 4.358
H 0.368 -3.227 5.130
H -0.882 -3.557 3.947
H 0.762 -3.954 2.227
H 1.446 -4.625 3.660
H 2.251 -1.766 3.048
H 3.007 -3.053 3.994
H 4.427 -2.342 1.197
H 2.782 -5.410 1.311
H 5.501 -2.544 3.905
H 5.432 -6.402 2.742
H 1.802 -0.263 0.644
Cl 0.868 3.973 -1.013
C 1.216 2.283 -0.631
Cl 1.072 1.962 1.108
H 0.511 1.652 -1.161
H 2.229 2.066 -0.960
Cl 3.008 1.953 -3.099
C 3.083 3.292 -4.255
Cl 3.848 2.811 -5.772
H 2.070 3.620 -4.463
H 3.658 4.096 -3.813
Cl -1.115 -0.301 6.713
C -2.717 -0.912 7.141
Cl -3.107 -2.402 6.272
H -2.738 -1.116 8.205
H -3.453 -0.159 6.887
Cl -2.974 1.919 -2.830
C -2.098 3.408 -3.206
Cl -1.062 3.204 -4.629
H -2.813 4.194 -3.406
H -1.480 3.674 -2.358
Cl -3.082 5.813 -0.326
C -2.991 7.131 -1.501
Cl -2.242 6.600 -3.012
H -3.995 7.478 -1.715
H -2.396 7.933 -1.083
Cl -4.206 -2.547 -2.943
C -4.115 -1.212 -4.098
Cl -3.371 -1.707 -5.624
H -5.120 -0.859 -4.301
H -3.518 -0.418 -3.668
Cl -5.048 3.234 -8.178
C -4.434 2.350 -6.776
Cl -5.134 2.944 -5.263
H -4.686 1.302 -6.887
H -3.358 2.475 -6.729
```

Its SMILES is CCCC[PH](O)(P(O)O)P(O)Br.ClCCl.ClCCl.ClCCl.ClCCl.ClCCl.ClCCl.ClCCl. As for the electronic energy: -293273.9886 eV. As for the charge: 0. For the HOMO energy, the calculation gives -7.09 eV. The calculation puts the HOMO-LUMO gap at 0.271 Eh. The value obtained for the molar mass is 893.51 g mol⁻¹.


no.,largest force on an atom (eV Å⁻¹)
1,0.879
2,4.957
3,10.108
4,6.615
5,4.009
6,2.349